Entry 1:
DFT (ωB97M-V with the def2-TZVPD basis set) results for one molecule with the formula HO5PS.

The HOMO energy comes out at -11.5 eV. As for the energy: -1116.38672 a.u. Its energy relative to the best compared isomer or geometry (same formula, charge and spin) is 0.0000 eV. The frontier orbital gap is 11.875 eV.

Structure (ORCA input):
```
! RIJCOSX wB97M-V def2-TZVPD def2/J DEFGRID3
* xyz 0 1
O -0.116 0.544 -2.386
O -0.837 1.641 -0.310
O -0.833 -0.820 -0.441
O 1.243 0.131 -0.216
O 0.245 -0.835 1.883
P 0.633 -1.270 0.407
S -0.287 0.538 -0.993
H -0.048 0.071 2.056
*
```


Entry 2:
DFT (ωB97M-V with the def2-TZVPD basis set) results for a 2-piece molecular cluster, HO5S2 overall.

The HOMO energy (alpha / beta) comes out at -2.8 / -2.8 eV. As for the energy: -1173.02997 a.u. Its energy relative to the best compared isomer or geometry (same formula, charge and spin) is 6.0221 eV. The frontier orbital gap (alpha / beta) is 6.351 / 6.352 eV.

Structure (ORCA input):
```
! RIJCOSX wB97M-V def2-TZVPD def2/J DEFGRID3
* xyz -1 1
O 0.321 -1.983 -0.003
O -1.928 -0.714 -0.792
O -1.625 1.829 -0.630
O 1.388 0.335 1.228
O 1.453 1.138 0.127
S -0.542 -0.857 0.428
S -1.019 0.606 -1.138
H 1.953 -0.353 0.779
*
```


Entry 3:
DFT (ωB97M-V with the def2-TZVPD basis set) results for HORb as an isolated structure.

The HOMO energy comes out at -5.6 eV. As for the energy: -99.82829 a.u. Its energy relative to the best compared isomer or geometry (same formula, charge and spin) is 1.3656 eV. The frontier orbital gap is 4.239 eV.

Structure (ORCA input):
```
! RIJCOSX wB97M-V def2-TZVPD def2/J DEFGRID3
* xyz 0 1
Rb -2.400 0.680 1.253
O 0.823 -0.036 -0.558
H 1.576 -0.644 -0.695
*
```


Entry 4:
DFT (ωB97M-V with the def2-TZVPD basis set) results for a 2-piece molecular cluster, HOS3 overall.

The HOMO energy (alpha / beta) comes out at -2.9 / -2.9 eV. As for the energy: -1270.41021 a.u. Its energy relative to the best compared isomer or geometry (same formula, charge and spin) is 0.8265 eV. The frontier orbital gap (alpha / beta) is 4.219 / 4.225 eV.

Structure (ORCA input):
```
! RIJCOSX wB97M-V def2-TZVPD def2/J DEFGRID3
* xyz -1 1
O -4.329 1.772 0.130
S -0.116 -0.889 -0.349
S -4.820 -0.908 0.398
S -3.766 0.505 -0.369
H -0.595 0.350 -0.212
*
```


Entry 5:
DFT (ωB97M-V with the def2-TZVPD basis set) results for HgI as an isolated structure.

The HOMO energy comes out at -15.3 eV. As for the energy: -450.77940 a.u. Its energy relative to the best compared isomer or geometry (same formula, charge and spin) is 0.5390 eV. The frontier orbital gap is 6.083 eV.

Structure (ORCA input):
```
! RIJCOSX wB97M-V def2-TZVPD def2/J DEFGRID3
* xyz 1 1
Hg 1.171 -0.614 -0.667
I -1.171 0.614 0.667
*
```


Entry 6:
DFT (ωB97M-V with the def2-TZVPD basis set) results for a 2-piece molecular cluster, IO4P overall.

The HOMO energy comes out at 0.1 eV. As for the energy: -940.04240 a.u. Its energy relative to the best compared isomer or geometry (same formula, charge and spin) is 0.3066 eV. The frontier orbital gap is 5.481 eV.

Structure (ORCA input):
```
! RIJCOSX wB97M-V def2-TZVPD def2/J DEFGRID3
* xyz -2 1
O -1.001 -0.893 0.391
O -0.717 1.519 0.885
O 0.143 0.500 -1.286
O 1.790 -0.525 1.224
P -0.356 0.362 0.072
I 3.045 -0.065 -0.205
*
```


Computed max |F|, in the same sequence as the records: 2.35 4.42 1.12 2.13 2.01 3.37 eV/Å.